No. 1
This record from the Open Molecules 2025 dataset describes a 2-piece molecular cluster, C3H8N2OS overall in a non-equilibrium geometry. The level of theory is the ωB97M-V functional and the def2-TZVPD basis.

Properties
SMILES string: C1N=NCO1.CS
Highest occupied orbital energy in Ha: -0.320

Structure (ORCA input):
```
! wB97M-V def2-TZVPD RIJCOSX def2/J DEFGRID3
* xyz 0 1
C 1.002 1.337 0.908
N 0.869 -0.046 0.580
N 0.803 -0.242 -0.645
C 0.907 1.005 -1.394
O 0.970 1.972 -0.426
H 0.145 1.628 1.569
H 1.989 1.312 1.505
H 1.769 0.914 -2.015
H -0.037 0.988 -1.930
C -1.675 -1.739 -0.094
S -1.602 -0.554 1.398
H -2.491 -2.436 -0.172
H -1.477 -1.063 -0.960
H -0.701 -2.094 -0.132
H -0.471 -0.983 1.808
*
```

Atomic partial charges in e from the natural (NBO) method, atoms 1 to 4: 0.013 -0.165 -0.152 0.027


No. 2
This record from the Open Molecules 2025 dataset describes a single C3H8N2OS molecule in a non-equilibrium geometry. The level of theory is the ωB97M-V functional and the def2-TZVPD basis.

Properties
SMILES string: [H]/N=C(/N)SCCO
Highest occupied orbital energy in Ha: -0.335

Structure (ORCA input):
```
! wB97M-V def2-TZVPD RIJCOSX def2/J DEFGRID3
* xyz 0 1
H 1.558 -1.430 2.655
N 0.509 -1.743 2.353
C 0.304 -1.297 1.166
N -0.749 -1.497 0.173
S 1.611 -0.246 0.170
C 0.741 1.271 -0.254
C -0.652 1.237 -0.830
O -0.792 -0.047 -1.726
H -0.861 -0.969 -0.628
H -1.535 -2.134 0.517
H 1.442 1.907 -0.849
H 0.435 1.815 0.769
H -1.435 1.398 0.182
H -0.883 2.056 -1.618
H 0.308 -0.321 -2.081
*
```

Atomic partial charges in e from the natural (NBO) method, atoms 1 to 4: 0.369 -0.701 0.378 -0.862


No. 3
This record from the Open Molecules 2025 dataset describes a single C3H8N2OS2 molecule in a non-equilibrium geometry. The level of theory is the ωB97M-V functional and the def2-TZVPD basis.

Properties
SMILES string: NC[C@@H](S)C(=S)NO
Highest occupied orbital energy in Ha: -0.314

Structure (ORCA input):
```
! wB97M-V def2-TZVPD RIJCOSX def2/J DEFGRID3
* xyz 0 1
N 1.418 0.592 -0.819
C 0.771 1.170 0.379
C -0.655 0.700 0.320
S -1.338 1.421 -1.169
C -1.076 -0.696 0.585
S -2.170 -1.169 1.936
N -0.280 -1.600 -0.061
O -0.453 -2.970 -0.033
H 1.199 1.384 -1.584
H 2.384 0.610 -0.554
H 0.921 2.257 0.567
H 1.104 0.706 1.276
H -1.341 1.311 1.114
H -0.292 0.775 -2.208
H 0.461 -1.358 -0.804
H -0.654 -3.134 1.056
*
```

Atomic partial charges in e from the natural (NBO) method, atoms 1 to 4: -0.865 -0.245 -0.465 -0.005


No. 4
This record from the Open Molecules 2025 dataset describes a single C3H8N2S molecule in a non-equilibrium geometry. The level of theory is the ωB97M-V functional and the def2-TZVPD basis.

Properties
SMILES string: C/C(CN)=N/S
Highest occupied orbital energy in Ha: -0.324

Structure (ORCA input):
```
! wB97M-V def2-TZVPD RIJCOSX def2/J DEFGRID3
* xyz 0 1
C -0.986 -1.579 -0.165
C 0.134 -0.547 0.072
C -0.417 0.836 0.623
N -0.574 1.711 -0.544
N 1.352 -0.974 -0.130
S 2.679 0.206 0.017
H -1.416 -1.957 0.771
H -0.546 -2.443 -0.699
H -1.839 -1.170 -0.741
H -1.459 0.722 1.025
H 0.251 1.230 1.487
H -1.157 2.465 -0.333
H 0.283 2.060 -0.950
H 3.695 -0.560 -0.433
*
```

Atomic partial charges in e from the natural (NBO) method, atoms 1 to 4: -0.664 0.296 -0.287 -0.835


No. 5
This record from the Open Molecules 2025 dataset describes a single C3H8N2S molecule in a non-equilibrium geometry. The level of theory is the ωB97M-V functional and the def2-TZVPD basis.

Properties
SMILES string: N[C@@H]1[C@H](N)[C@@H]1S
Highest occupied orbital energy in Ha: -0.323

Structure (ORCA input):
```
! wB97M-V def2-TZVPD RIJCOSX def2/J DEFGRID3
* xyz 0 1
N 1.226 -1.499 -0.225
C -0.159 -1.137 0.084
C -0.694 0.104 -0.530
N 0.103 1.161 -1.163
C -0.682 -0.038 1.025
S 0.569 0.735 1.992
H 1.673 -0.595 -0.170
H 1.693 -1.981 0.539
H -0.896 -2.012 -0.049
H -1.652 0.096 -0.974
H 0.628 1.038 -2.035
H -0.466 2.045 -1.106
H -1.667 -0.020 1.568
H 0.326 2.103 1.045
*
```

Atomic partial charges in e from the natural (NBO) method, atoms 1 to 4: -0.801 -0.051 -0.069 -0.878


No. 6
This record from the Open Molecules 2025 dataset describes C3H8N2S as an isolated structure in a non-equilibrium geometry. The level of theory is the ωB97M-V functional and the def2-TZVPD basis.

Properties
Highest occupied orbital energy in Ha: -0.308

Structure (ORCA input):
```
! wB97M-V def2-TZVPD RIJCOSX def2/J DEFGRID3
* xyz 0 1
C 2.795 -0.017 -0.051
C -0.913 1.077 -0.120
C -1.945 0.233 0.523
H 3.315 -0.945 0.211
H 2.968 0.822 0.675
H 2.963 0.011 -1.226
H -1.053 1.998 -0.542
H -1.620 0.182 1.694
H -2.978 0.860 0.501
H -1.831 -1.608 -1.009
H -3.618 -0.667 -0.853
N 0.367 0.980 -0.338
N -2.517 -0.919 -0.237
S 1.080 -0.552 0.154
*
```

Atomic partial charges in e from the natural (NBO) method, atoms 1 to 4: -0.765 0.052 -0.305 0.223


No. 7
This record from the Open Molecules 2025 dataset describes a single C3H8N2S2 molecule in a non-equilibrium geometry. The level of theory is the ωB97M-V functional and the def2-TZVPD basis.

Properties
SMILES string: [H]/N=C/NSCCS
Highest occupied orbital energy in Ha: -0.332

Structure (ORCA input):
```
! wB97M-V def2-TZVPD RIJCOSX def2/J DEFGRID3
* xyz 0 1
H 3.786 -1.179 0.684
N 2.877 -1.309 0.284
C 2.440 -0.218 -0.174
N 1.316 -0.159 -1.037
S 0.251 1.119 -0.839
C -0.846 0.922 0.627
C -2.239 0.304 0.310
S -1.973 -1.296 -0.521
H 2.675 0.905 -0.017
H 0.820 -1.081 -0.901
H -0.400 0.022 1.272
H -0.846 1.917 1.221
H -2.950 0.883 -0.341
H -2.753 -0.136 1.203
H -2.158 -0.694 -1.773
*
```

Atomic partial charges in e from the natural (NBO) method, atoms 1 to 4: 0.353 -0.682 0.279 -0.776


No. 8
This record from the Open Molecules 2025 dataset describes a 2-piece molecular cluster, C3H8N2Si overall in a non-equilibrium geometry. The level of theory is the ωB97M-V functional and the def2-TZVPD basis.

Properties
Highest occupied orbital energy (spin up / spin down) in Ha: -0.335 / -0.250

Structure (ORCA input):
```
! wB97M-V def2-TZVPD RIJCOSX def2/J DEFGRID3
* xyz 0 1
C -2.186 0.147 -0.252
C -0.815 0.950 -0.519
C -1.681 -1.060 0.540
N 0.116 0.260 0.367
N -0.469 -0.950 0.912
Si 3.618 -0.249 0.041
H -2.830 0.906 0.263
H -2.740 -0.263 -1.154
H -0.664 0.810 -1.513
H -0.818 1.975 -0.129
H -2.364 -1.756 0.962
H 4.966 -0.531 -0.135
H 2.870 -1.284 0.821
H 2.997 1.044 -0.203
*
```

Atomic partial charges in e from the natural (NBO) method, atoms 1 to 4: -0.505 -0.313 0.098 -0.123


No. 9
This record from the Open Molecules 2025 dataset describes a 2-piece molecular cluster, C3H8N3 overall in a non-equilibrium geometry. The level of theory is the ωB97M-V functional and the def2-TZVPD basis.

Properties
Highest occupied orbital energy in Ha: -0.539

Structure (ORCA input):
```
! wB97M-V def2-TZVPD RIJCOSX def2/J DEFGRID3
* xyz 1 1
C -2.369 2.193 0.713
C -0.044 1.216 0.328
C 1.193 -2.765 -1.076
N -1.119 1.566 0.641
N 1.017 0.534 0.239
N 1.799 -1.917 -0.377
H -2.152 3.353 1.011
H -2.678 2.223 -0.326
H -3.115 1.724 1.536
H 1.645 -3.813 -1.188
H 0.117 -2.459 -1.465
H 1.206 -0.602 0.047
H 1.827 1.100 0.035
H 2.673 -2.352 -0.119
*
```

Atomic partial charges in e from the natural (NBO) method, atoms 1 to 4: -0.459 0.725 0.034 -0.297


No. 10
This record from the Open Molecules 2025 dataset describes C3H8N3 as an isolated structure in a non-equilibrium geometry. The level of theory is the ωB97M-V functional and the def2-TZVPD basis.

Properties
Highest occupied orbital energy in Ha: -0.533

Structure (ORCA input):
```
! wB97M-V def2-TZVPD RIJCOSX def2/J DEFGRID3
* xyz 1 1
C -1.121 1.539 0.076
C -0.567 -0.734 0.556
C 1.412 0.633 -0.746
N -1.011 0.396 0.606
N -0.989 -1.891 0.959
N 1.209 -0.640 -0.066
H -1.454 1.660 -0.942
H -0.846 2.427 0.650
H 1.426 1.431 -0.015
H 0.710 0.933 -1.616
H 2.519 0.660 -0.963
H -1.928 -2.132 1.095
H -0.452 -2.734 0.989
H 1.092 -1.548 -0.582
*
```

Atomic partial charges in e from the natural (NBO) method, atoms 1 to 4: 0.104 0.651 -0.484 -0.390


No. 11
This record from the Open Molecules 2025 dataset describes an isolated ion of composition C3H8N3O and charge +1 in a non-equilibrium geometry. The level of theory is the ωB97M-V functional and the def2-TZVPD basis.

Properties
SMILES string: [NH2+]=C1CNCN1O
Highest occupied orbital energy in Ha: -0.498

Structure (ORCA input):
```
! wB97M-V def2-TZVPD RIJCOSX def2/J DEFGRID3
* xyz 1 1
N -1.528 1.535 -0.062
C -0.569 0.565 -0.013
C 0.978 0.861 -0.036
N 1.620 -0.406 -0.159
C 0.549 -1.438 -0.010
N -0.663 -0.671 -0.018
O -1.882 -1.272 -0.131
H -1.430 2.543 -0.116
H -2.483 1.272 -0.085
H 1.148 1.542 -0.793
H 1.426 1.361 0.792
H 2.357 -0.551 -0.821
H 0.489 -2.005 -0.946
H 0.671 -2.099 0.804
H -1.997 -1.707 0.795
*
```

Atomic partial charges in e from the natural (NBO) method, atoms 1 to 4: -0.748 0.542 -0.257 -0.623


No. 12
This record from the Open Molecules 2025 dataset describes a 2-piece molecular cluster, C3H8N3O overall in a non-equilibrium geometry. The level of theory is the ωB97M-V functional and the def2-TZVPD basis.

Properties
Highest occupied orbital energy (spin up / spin down) in Ha: -0.454 / -0.453

Structure (ORCA input):
```
! wB97M-V def2-TZVPD RIJCOSX def2/J DEFGRID3
* xyz 1 1
C 1.428 0.358 0.451
C 1.019 -1.123 0.581
C -0.377 -0.318 -0.998
N -2.938 0.172 0.139
N -1.850 0.226 0.532
N 0.473 0.944 -0.613
O 0.318 -1.412 -0.603
H 1.313 0.949 1.392
H 2.448 0.294 0.022
H 1.687 -1.937 0.557
H 0.397 -1.254 1.385
H -0.746 -0.401 -2.024
H -3.749 0.568 0.662
H -0.126 1.471 -0.070
H 0.702 1.463 -1.414
*
```

Atomic partial charges in e from the natural (NBO) method, atoms 1 to 4: -0.256 -0.090 0.270 -0.264


In kJ/mol, the ΔE to the lowest compared entry with this formula, charge and spin values for the records above are, in order, 398.3, 459.5, 443.6, 174.6, 310.5, 491.2, 187.2, 458.5, 311.1, 407.8, 272.0, 512.0.